Molecular formula: C24H56BrN3O2
Method: DFT, wB97M-V/def2-TZVPD

Properties
charge: +2
orbital gap: 0.3580 hartree
calculated total energy: -3836.22832 a.u.
multiplicity: 1
HOMO: -13.69 eV
LUMO: -3.946 eV

```
86
Properties=species:S:1:pos:R:3:forces:R:3
Br 7.142 10.691 12.486 -0.1844 -0.0317 -0.3261
O 5.986 13.075 15.420 0.2276 -0.6580 0.2452
O 6.168 16.082 11.815 0.1630 0.7276 0.6881
N 5.969 13.646 12.522 -0.5145 0.4543 0.5181
N 9.919 9.853 14.841 -0.3929 0.1569 -1.5871
N 7.872 8.036 8.570 -0.8398 0.6264 -0.3298
C 6.192 6.664 9.650 -0.8576 -0.3194 0.1774
C 9.168 10.081 9.247 0.4761 2.1144 -0.7108
C 11.117 9.501 15.602 1.9616 -0.2569 0.9668
C 5.894 17.482 11.646 0.4387 -1.1175 -1.6855
C 9.281 11.611 8.963 0.0278 0.0393 0.2087
C 8.427 8.292 15.813 -0.4272 1.2388 1.1003
C 10.049 14.931 15.127 -0.5174 1.1250 -1.4465
C 9.041 7.190 8.811 2.0578 0.9903 -0.4163
C 10.192 11.204 14.097 -0.1766 -0.4038 0.6973
C 10.449 13.707 14.289 -0.6770 -1.7978 0.7822
C 10.110 12.287 10.022 2.1866 1.8432 -0.5719
C 6.741 15.923 13.091 -0.5917 -2.5579 -0.1282
C 8.320 9.445 8.206 -1.3269 -0.2137 -0.7755
C 6.221 6.331 8.142 0.3403 1.2054 0.7276
C 8.706 9.805 15.701 -0.2761 0.5538 0.5650
C 5.844 12.491 16.762 -0.7991 0.7311 -1.7251
C 8.633 7.743 14.407 -0.7936 1.5044 0.8657
C 4.988 12.573 14.572 -3.0926 -0.5857 1.6536
C 6.873 7.999 9.774 2.0732 -0.0464 -1.1209
C 4.744 13.428 13.367 -0.4121 0.4993 -0.8190
C 7.150 14.432 13.128 -1.4442 0.1201 -0.8722
C 9.877 12.401 14.986 0.6868 1.1728 -1.2420
C 9.571 8.792 13.832 2.7896 -1.9643 -2.0708
C 6.932 7.528 7.498 0.0323 -0.2352 0.3368
H 9.696 12.089 10.977 -0.3780 -0.3621 1.1206
H 11.529 13.582 14.128 -0.1594 0.3680 0.4068
H 11.047 9.969 16.574 -0.0191 0.2130 0.2623
H 6.287 12.698 12.241 0.2718 0.1186 -0.2455
H 7.623 16.467 13.273 1.1999 1.0957 -0.1295
H 9.619 11.255 13.167 -0.2222 -0.3081 0.4033
H 10.034 13.583 13.288 -0.2492 1.0244 -0.1962
H 8.732 9.385 7.164 0.0488 0.0311 1.0863
H 9.575 11.865 7.955 0.5247 -0.2117 -0.3362
H 5.149 6.859 9.945 0.3945 -0.6383 0.3481
H 8.968 6.738 14.368 0.7558 -0.7585 0.0477
H 6.665 5.818 10.214 -0.5745 1.0657 -0.1350
H 10.539 8.236 13.646 -0.7900 0.8936 -0.1771
H 12.066 9.888 15.157 -1.0005 -0.3823 -0.0273
H 3.913 13.049 12.713 1.0683 -0.2738 0.5313
H 5.203 13.198 17.309 -0.1699 -0.6960 0.0917
H 7.490 7.167 6.657 0.3543 0.4191 -0.7079
H 5.050 11.484 14.352 0.6587 0.6604 -0.1095
H 7.483 8.185 10.636 -0.1372 0.1572 0.7020
H 7.660 7.739 13.928 -0.0891 0.3072 -0.3207
H 5.408 11.469 16.609 0.5948 0.8405 0.7970
H 7.385 14.033 14.118 0.1465 0.1128 -0.5823
H 3.973 12.618 15.167 1.4344 0.0664 -1.0557
H 8.834 6.170 8.723 -0.6180 -1.5135 0.0069
H 10.174 9.695 9.277 0.3595 -0.3416 0.1558
H 5.258 6.203 7.720 -0.9504 -0.1270 -0.3539
H 5.669 14.262 11.742 0.3268 -0.6109 0.0791
H 8.710 10.108 10.218 -0.2980 -0.7412 0.6118
H 10.127 13.415 9.931 -0.3301 -1.1117 -0.1615
H 9.916 7.395 8.144 -1.1475 0.0989 -0.0797
H 11.247 11.098 13.820 -0.1951 0.4430 0.1520
H 8.989 14.975 15.475 0.5564 -0.4016 -0.5797
H 5.270 17.854 12.433 0.1401 0.4644 0.7581
H 11.206 12.060 10.039 -0.8822 -0.3235 -0.0992
H 6.886 17.926 11.470 -0.7179 0.6357 0.3336
H 8.786 12.605 15.068 0.6542 -0.6414 0.2770
H 9.477 7.408 9.773 -0.3210 -0.0082 0.5835
H 7.413 8.142 16.161 -0.1246 -0.1230 0.2099
H 6.825 12.561 17.185 0.4993 -0.5412 0.3841
H 7.990 10.443 15.180 -0.3990 -0.5017 0.0490
H 10.228 15.868 14.540 -0.1436 -0.6656 0.5126
H 6.288 8.418 7.276 0.3817 -1.1374 -0.0788
H 6.266 8.847 9.524 -0.6732 0.2810 0.4443
H 5.288 17.492 10.754 0.0221 0.4991 -0.4526
H 10.388 12.324 15.931 -0.2078 -0.1814 0.6914
H 7.393 10.054 8.115 0.3878 -0.5201 0.0463
H 11.274 8.427 15.801 -0.5437 0.4182 -0.4251
H 4.352 14.406 13.619 0.2993 0.3324 0.4674
H 10.611 15.036 16.030 0.6691 -0.1960 0.4879
H 9.248 9.242 12.883 -0.0440 -0.0680 0.6728
H 8.936 10.258 16.674 -0.1270 -0.0789 -0.2798
H 7.872 14.306 12.313 0.4535 -0.0997 0.7165
H 6.017 16.204 13.837 -0.3470 -0.0500 0.6037
H 6.743 5.408 8.037 0.5445 -0.5400 -0.5659
H 8.342 12.135 9.076 -0.8990 -0.4773 -0.1119
H 9.105 8.012 16.630 -0.1261 -0.8294 -0.5349
```
Forces are in eV/Å.

Molecular formula: C7H19NO3Si
Method: DFT, wB97M-V/def2-TZVPD

Properties
charge: 0
orbital gap: 0.3634 hartree
calculated total energy: -848.12174 a.u.
energy above the lowest of the compared OMol25 structures with the same formula, charge and spin: 1.0688 eV
multiplicity: 1
HOMO: -8.94 eV
LUMO: 0.953 eV

```
31
Properties=species:S:1:pos:R:3:forces:R:3
Si -0.077 -0.857 0.828 -1.1346 -0.7002 0.9126
O -1.515 -1.361 0.221 0.3124 0.2344 -0.0303
O 0.248 0.552 0.150 -0.2570 0.1784 0.6753
O 1.071 -1.831 0.288 -0.6163 -0.9919 -0.4303
N 2.712 0.555 -1.025 -0.6343 -1.6960 0.4778
C -2.707 -3.282 0.839 -0.5333 -2.7674 2.0619
C -0.286 2.263 1.783 -0.7692 0.2213 3.9721
C -1.773 -2.720 -0.130 0.5818 0.7190 0.5027
C 2.415 -1.807 0.022 1.8369 0.6372 -1.8841
C -0.782 2.574 -0.563 -0.4993 0.8501 2.7387
C 2.912 -0.968 -1.196 2.1363 1.4663 -0.7396
C 0.181 1.909 0.427 -0.8854 2.0640 -1.9416
H 2.415 0.970 -1.918 0.0842 -0.3716 0.5931
H -3.601 -2.739 1.004 -0.8570 0.8233 -0.0674
H 2.517 -1.322 -2.151 -0.3602 -0.0234 0.1149
H 0.431 2.102 2.626 0.0752 0.2993 -0.8355
H 2.950 -1.348 0.799 0.7277 0.4012 1.7139
H -0.889 1.995 -1.377 0.0662 -1.9028 -3.1954
H -2.051 -2.774 -1.137 -0.7577 0.1202 -1.5372
H 4.110 -1.053 -1.353 -2.6903 -0.4186 0.8145
H -2.161 -3.318 1.794 -0.3058 0.2634 0.0279
H -1.801 2.632 -0.164 0.1876 0.3856 0.1486
H 2.807 -2.817 -0.109 -0.2341 -0.0815 0.0494
H 1.913 0.639 -0.358 1.1597 0.0440 -1.3159
H -0.163 -0.928 2.352 0.2038 0.3279 -0.9244
H -1.044 1.514 2.101 -0.0438 0.3606 -0.5444
H 1.118 2.342 0.068 0.4861 -0.1296 0.9790
H -0.809 3.271 2.045 1.2078 -1.5218 -1.2770
H -0.870 -3.259 -0.039 1.2228 -0.7703 -0.1579
H -3.027 -4.371 0.749 0.5537 1.2278 -0.6484
H -0.361 3.528 -0.804 -0.2641 0.7508 -0.2529
```
Forces are in eV/Å.

Molecular formula: C34H29Cl4GeN2O2S2Ti
Method: DFT, wB97M-V/def2-TZVPD

Properties
charge: -1
⟨S²⟩: 2.0396
orbital gap (spin up / spin down): 0.2301 / 0.2470 hartree
calculated total energy: -7136.70741 a.u.
energy above the lowest of the compared OMol25 structures with the same formula, charge and spin: 1.4020 eV
multiplicity: 3
HOMO (spin up / spin down): -3.97 / -5.06 eV
LUMO (spin up / spin down): 2.289 / 1.657 eV

```
75
Properties=species:S:1:pos:R:3:forces:R:3
Ge 1.145 1.138 -1.920 0.5607 1.3693 -1.2933
Ti 0.173 -0.236 0.029 -0.0439 -1.1894 -1.0026
Cl -1.143 5.445 3.412 0.0007 0.0490 0.1389
Cl -0.154 5.568 -1.887 0.0018 -0.1078 -0.1318
Cl -0.618 2.360 3.384 -0.0090 0.0415 0.3204
Cl -0.813 7.058 0.753 -0.0479 0.2222 0.0389
S -2.178 -0.016 -0.539 -0.0899 0.2799 -0.4044
S 2.565 -0.643 0.669 0.2952 -0.2066 -0.1235
O 0.141 1.307 0.815 0.3702 1.9717 1.3338
O 0.121 2.721 -1.605 0.1420 -0.1888 -0.1666
N -0.551 -1.456 1.657 -0.4171 -0.4537 0.6204
N 0.318 -2.076 -1.054 0.2944 -0.9668 -0.6678
C 1.137 0.555 -6.169 0.0872 -0.1320 -0.2184
C -4.777 -1.710 1.965 -0.0682 -0.0700 0.1023
C -2.594 -2.226 2.809 0.0056 -0.0760 0.0831
C 0.360 1.592 -6.657 -0.0376 -0.0154 -0.1323
C -0.473 3.275 1.936 0.1129 -0.3560 -0.2219
C 0.049 -0.998 2.915 0.2735 0.2372 0.6743
C 2.954 2.038 -1.696 -0.4586 -0.3844 0.0105
C 5.469 3.184 -1.205 0.1332 0.0369 0.0607
C 3.078 3.310 -1.152 -0.2975 0.0643 0.0300
C -0.398 -2.069 -2.338 -0.3307 -0.0041 -0.5441
C 3.470 -3.166 0.396 -0.0261 -0.0395 -0.0264
C -0.586 5.354 0.767 -0.0667 -0.1232 0.0564
C -2.811 -0.895 0.811 -0.0424 -0.1662 0.2428
C 3.532 -4.437 -0.150 0.1742 -0.0169 0.2542
C 0.893 1.395 -3.916 0.0915 -0.4067 0.6569
C -3.971 -2.335 2.909 0.0220 -0.0310 0.1018
C -0.300 4.679 -0.414 -0.0310 0.1309 0.0701
C 4.313 3.880 -0.900 0.1353 0.1218 0.0463
C -0.325 -3.059 -0.171 -0.3403 -0.5929 0.5105
C -0.701 4.644 1.952 -0.0315 0.1234 -0.1446
C -4.205 -0.998 0.938 0.1226 -0.0616 0.0972
C 2.625 -2.188 -0.089 0.3452 0.2802 0.1711
C 2.738 -4.744 -1.269 -0.2760 -0.0219 -0.4553
C 0.142 2.445 -4.429 -0.1332 0.1266 0.2041
C 4.128 1.358 -2.001 -0.1116 -0.1038 -0.0516
C 1.923 -3.823 -1.834 0.0834 -0.0879 -0.1417
C -0.128 2.545 -5.781 -0.0238 0.0619 -0.1174
C -1.999 -1.523 1.770 -0.8708 0.2239 -0.1879
C 1.397 0.461 -4.813 0.0654 -0.1126 0.1692
C 1.770 -2.431 -1.302 0.3628 -0.0898 -0.2296
C -0.132 2.574 0.776 -0.4199 2.2836 0.0523
C 5.370 1.922 -1.766 0.2081 -0.0881 -0.1014
C -0.033 -2.778 1.300 0.2913 -0.8280 -0.2932
C -0.099 3.296 -0.457 -0.0938 -0.2192 0.6344
H 0.041 -1.782 3.681 -0.0508 -0.0444 -0.0775
H -1.347 -1.535 -2.223 0.2671 -0.2250 -0.0425
H 2.193 3.877 -0.911 -0.0499 0.1006 0.0187
H 2.001 -0.362 -4.438 0.0165 -0.0659 -0.0933
H 4.069 0.362 -2.427 0.0809 -0.1118 -0.0005
H 6.439 3.614 -0.993 0.0315 0.0182 -0.0334
H -1.410 -3.000 -0.328 0.2098 0.0214 -0.0358
H -4.407 -2.902 3.719 -0.0202 0.0093 0.0458
H -5.854 -1.780 2.042 -0.0452 -0.0072 -0.0049
H -0.250 3.181 -3.746 -0.0730 0.1246 0.0398
H 1.361 -4.082 -2.720 -0.0419 -0.0221 -0.0843
H 0.123 1.649 -7.711 0.0455 0.0106 -0.0869
H 1.531 -0.188 -6.849 0.0379 -0.0754 -0.0612
H 1.087 -0.695 2.743 -0.2349 -0.1346 0.0131
H 1.047 -2.802 1.466 -0.2519 0.0659 0.1298
H -0.493 -3.566 1.920 0.0809 0.1932 -0.1067
H 0.005 -4.082 -0.422 -0.1260 0.2801 0.0309
H -4.811 -0.499 0.194 -0.0449 0.0005 -0.0092
H -1.979 -2.699 3.564 0.0612 -0.0474 0.0010
H 0.195 -1.554 -3.095 -0.0194 -0.0235 0.0637
H 2.080 -1.693 -2.075 -0.1584 -0.2237 0.2666
H 6.273 1.377 -2.013 0.0034 -0.0630 -0.0060
H 4.076 -2.904 1.250 0.0959 -0.0187 0.1422
H 2.795 -5.734 -1.702 -0.0026 -0.0613 -0.0575
H 4.371 4.867 -0.458 -0.0038 0.0384 0.0014
H -0.511 -0.142 3.289 0.0779 -0.1706 -0.1319
H 4.176 -5.188 0.275 0.1375 -0.1086 0.0835
H -0.610 -3.089 -2.678 0.0964 0.0167 0.0067
H -0.731 3.366 -6.148 -0.0310 0.0393 -0.0365
```
Forces are in eV/Å.

Molecular formula: C34H32BiCl2N4O4S2
Method: DFT, wB97M-V/def2-TZVPD

Properties
charge: +1
orbital gap: 0.2537 hartree
calculated total energy: -3766.09923 a.u.
multiplicity: 1
HOMO: -10.55 eV
LUMO: -3.649 eV

```
79
Properties=species:S:1:pos:R:3:forces:R:3
Bi 0.065 1.215 0.008 0.2627 0.1710 -0.2611
Cl 1.723 3.630 4.091 0.0562 0.0898 0.0569
Cl -3.297 5.631 3.781 0.0143 -0.0102 -0.0089
S 0.390 -1.842 0.256 0.0457 0.0492 -0.0136
S -1.311 -0.182 -2.058 -0.0302 0.1737 0.0701
O 0.137 0.773 2.491 -0.0745 -0.0128 0.0151
O -0.991 2.677 -1.135 -0.0716 0.0121 -0.0116
O -1.658 1.105 1.272 -0.0884 -0.0513 0.0703
O -2.092 4.614 -1.259 0.0217 -0.0373 0.0404
N 0.219 -1.640 -3.634 0.0328 0.0761 -0.0816
N 0.520 -3.604 -1.712 -0.0222 -0.0778 0.0825
N -1.283 3.435 4.009 0.0150 0.0897 0.1770
N 0.291 3.411 1.105 -0.0231 -0.0435 0.0028
C 0.252 -2.368 -1.320 -0.0805 0.0018 -0.0113
C 1.146 6.262 4.054 0.0267 -0.0437 -0.0078
C 0.623 4.981 4.068 0.0278 -0.0705 0.0102
C 4.058 -6.629 -1.646 -0.0130 -0.0005 0.0036
C 3.365 -4.109 -0.706 -0.0115 -0.0114 -0.0119
C -3.184 -2.298 -6.252 0.0044 -0.0014 -0.0089
C -0.564 0.699 7.129 0.0009 -0.0311 0.0326
C -1.129 0.288 5.931 -0.0341 0.0064 -0.0263
C -0.226 -1.411 -2.415 0.0515 -0.2342 0.0637
C -0.932 4.155 0.768 -0.0356 0.0106 -0.0283
C 0.994 -2.844 -3.946 -0.0280 0.0130 0.0210
C -1.460 -2.357 -7.926 0.0052 -0.0005 -0.0097
C -1.036 2.538 5.104 0.0103 -0.0465 -0.0465
C -1.371 1.195 4.911 -0.0430 0.0776 -0.0212
C -0.255 2.036 7.317 0.0143 0.0040 0.0288
C -1.399 3.843 -0.653 -0.0102 0.0281 -0.0373
C -2.008 0.771 3.617 0.0133 -0.0486 -0.0071
C -1.002 -1.409 -5.759 -0.0254 0.0090 0.0157
C -0.050 -0.758 -4.788 0.0001 -0.0074 0.0756
C -2.759 -2.635 -7.532 -0.0197 -0.0042 0.0098
C -2.311 -1.685 -5.368 0.0006 -0.0077 -0.0064
C -1.092 0.892 2.429 0.0018 -0.0817 0.0276
C 2.722 -6.303 -1.447 -0.0160 0.0047 0.0120
C -0.583 -1.747 -7.039 0.0159 0.0022 -0.0003
C -0.753 4.737 4.025 -0.0225 0.0046 0.0157
C 0.917 -4.682 -0.788 -0.0410 0.0397 -0.0582
C 0.460 -3.982 -3.123 0.0330 0.0388 0.0158
C 4.696 -4.433 -0.909 0.0054 0.0133 0.0055
C -1.072 7.146 3.854 -0.0065 0.0339 0.0019
C -0.494 2.958 6.309 -0.0241 -0.0114 -0.0468
C 5.044 -5.693 -1.380 0.0171 -0.0128 -0.0008
C 0.296 7.349 3.949 -0.0272 0.0045 -0.0040
C -1.578 5.861 3.899 0.0094 -0.0548 0.0461
C 2.368 -5.044 -0.977 -0.0074 -0.0014 0.0051
H -1.129 -2.611 -8.924 0.0032 0.0021 0.0041
H -0.443 0.179 -4.403 0.0016 0.0059 -0.0056
H -1.386 -0.753 5.781 0.0014 0.0023 0.0132
H 5.468 -3.706 -0.690 -0.0068 -0.0011 0.0005
H -2.916 1.331 3.390 -0.0225 -0.0049 -0.0010
H 0.401 3.307 2.113 -0.0342 -0.0717 -0.0782
H 0.698 8.352 3.934 -0.0091 0.0008 -0.0067
H -0.375 -0.021 7.914 -0.0020 0.0053 0.0010
H 4.324 -7.613 -2.008 0.0013 0.0022 0.0035
H 0.701 -4.348 0.223 0.0402 0.0044 0.0168
H -2.650 -1.405 -4.378 0.0041 -0.0021 -0.0043
H 0.866 -3.049 -5.007 0.0033 -0.0129 -0.0022
H 0.172 2.369 8.254 0.0034 0.0026 -0.0072
H 3.093 -3.132 -0.324 -0.0002 0.0113 0.0057
H -0.254 4.002 6.460 -0.0096 -0.0024 0.0109
H 0.432 -1.523 -7.350 -0.0052 -0.0035 -0.0030
H -1.756 7.978 3.757 0.0144 0.0057 0.0005
H 6.085 -5.945 -1.531 -0.0039 0.0015 -0.0026
H -4.202 -2.503 -5.947 0.0019 -0.0007 -0.0020
H 2.053 -2.667 -3.741 0.0008 -0.0134 0.0134
H 1.081 -4.866 -3.255 0.0071 0.0005 -0.0108
H -1.721 3.830 1.447 -0.0055 0.0141 -0.0449
H -0.814 5.232 0.876 0.0179 0.0048 -0.0355
H -2.278 3.476 3.814 0.0186 -0.0127 -0.0682
H -3.445 -3.108 -8.222 0.0044 0.0019 -0.0007
H -2.312 -0.279 3.663 0.0485 -0.0039 0.0311
H 0.916 -0.568 -5.261 -0.0107 -0.0174 -0.0332
H 1.950 -7.037 -1.650 0.0100 -0.0033 -0.0058
H 1.112 3.903 0.764 0.0050 0.0163 0.0347
H -0.568 -4.225 -3.405 -0.0023 0.0078 -0.0097
H 2.218 6.392 4.112 -0.0070 0.0130 -0.0057
H 0.279 -5.539 -1.011 0.0013 -0.0034 -0.0041
```
Forces are in eV/Å.